[1]
58
Properties=species:S:1:pos:R:3:forces:R:3:lowdin_charge:R:1 method="wB97M-V/def2-TZVPD" total_energy_ev=-34451.604 e_homo_ev=-9.15 homo_lumo_gap_ha=0.3533 max_force_ev_per_a=0.2 de_lowest_kcal_mol=2.6 smiles="CCOC(=O)CNC(=O)[C@@H]1CCCN(C(=O)[C@@H](O)[C@@H](OC)C(C)C)CC1"
C 0.702132 -9.519756 3.349721 0.00 -0.01 0.00 -0.07
C -0.696944 -9.652537 2.803608 -0.01 0.01 0.00 -0.21
O -1.137584 -8.332276 2.415094 -0.01 0.00 0.00 -0.02
C -2.374523 -8.264983 1.899801 0.01 0.00 0.01 -0.48
O -3.096665 -9.214472 1.764737 0.00 0.01 0.00 0.12
C -2.782777 -6.859378 1.524549 0.01 -0.01 -0.01 -0.06
N -1.743167 -5.877917 1.718439 0.01 0.00 -0.02 0.09
C -1.710775 -4.737806 0.981911 -0.03 0.03 0.06 -0.45
O -2.589105 -4.476480 0.173549 0.01 -0.01 -0.03 0.07
C -0.549633 -3.805792 1.279806 0.00 0.00 -0.01 -0.22
C -0.981736 -2.705804 2.274000 -0.01 -0.02 -0.01 -0.13
C -2.310001 -1.994022 2.009497 0.01 0.02 -0.01 -0.15
C -2.454654 -1.364889 0.610645 0.02 -0.01 0.00 -0.13
N -1.189904 -1.156293 -0.084959 0.00 -0.01 0.01 -0.03
C -0.318756 -0.152337 0.196391 0.02 0.06 -0.06 -0.41
O 0.826310 -0.142863 -0.227536 0.00 0.00 0.00 0.08
C -0.835621 1.029149 1.025845 0.01 -0.09 0.06 -0.25
O 0.205559 1.608031 1.769957 -0.09 0.13 0.02 0.02
C -1.596975 2.028114 0.120490 0.00 0.00 -0.02 -0.29
O -1.827220 3.244523 0.797470 0.00 0.01 0.00 -0.14
C -2.591081 3.118950 1.975663 0.00 0.00 0.02 -0.08
C -0.934868 2.364369 -1.219968 -0.01 0.00 0.02 -0.35
C 0.433155 3.031505 -1.077395 0.01 0.00 -0.01 -0.05
C -1.876411 3.236068 -2.048267 0.00 0.00 0.00 -0.06
C -0.684037 -2.295563 -0.847201 -0.01 0.02 0.01 -0.13
C 0.122393 -3.266951 0.008488 0.00 0.00 0.00 -0.11
H 1.070111 -10.500278 3.651650 0.00 0.00 0.00 0.08
H 1.378309 -9.117519 2.595729 0.00 0.00 0.00 0.08
H 0.720893 -8.864823 4.220635 0.00 0.00 0.00 0.08
H -0.739497 -10.299554 1.927927 0.00 0.00 0.00 0.13
H -1.395028 -10.044633 3.542870 0.00 0.00 0.00 0.13
H -3.086242 -6.863351 0.477227 0.00 -0.01 0.00 0.14
H -3.681656 -6.628550 2.102710 0.00 0.01 0.00 0.14
H -0.969672 -6.114615 2.314772 0.00 0.00 0.00 0.13
H 0.219284 -4.390887 1.794431 0.00 -0.01 0.00 0.14
H -1.046673 -3.149008 3.271145 0.01 0.00 0.00 0.12
H -0.170632 -1.973588 2.319673 -0.01 0.01 0.00 0.12
H -3.138495 -2.690095 2.156122 -0.01 0.00 0.00 0.11
H -2.417588 -1.222089 2.776296 0.01 -0.01 0.01 0.11
H -3.038715 -2.030440 -0.020429 -0.01 0.00 0.00 0.11
H -3.003404 -0.426070 0.674326 -0.01 -0.01 -0.01 0.11
H -1.533740 0.658480 1.777816 0.00 0.00 0.00 0.13
H 0.717179 2.187209 1.196411 0.07 -0.09 -0.04 0.08
H -2.567001 1.557585 -0.110871 0.00 0.00 0.00 0.14
H -2.867017 4.124452 2.286536 0.00 0.00 0.00 0.09
H -3.506638 2.541787 1.792996 0.00 0.00 0.00 0.10
H -2.020023 2.645806 2.779387 0.00 0.00 0.00 0.09
H -0.798714 1.414762 -1.745900 0.00 0.00 0.00 0.14
H 0.377294 3.894048 -0.410141 -0.01 0.00 0.00 0.09
H 1.186588 2.327446 -0.719898 -0.01 -0.01 0.00 0.07
H 0.774290 3.388927 -2.050338 0.00 0.01 0.00 0.08
H -2.016228 4.208678 -1.576409 0.00 0.00 0.00 0.08
H -1.465740 3.395103 -3.046340 0.00 0.00 0.00 0.08
H -2.857664 2.768776 -2.157478 0.00 0.00 0.00 0.08
H -1.539507 -2.795718 -1.294885 0.00 0.00 0.00 0.12
H -0.040168 -1.911766 -1.637065 0.00 0.00 0.00 0.13
H 1.037195 -2.756582 0.318108 0.00 0.00 0.00 0.12
H 0.423919 -4.108828 -0.621417 0.00 0.00 0.00 0.12

=====

[2]
59
Properties=species:S:1:pos:R:3:forces:R:3:lowdin_charge:R:1 method="wB97M-V/def2-TZVPD" total_charge=+1 total_energy_ev=-41499.864 e_homo_ev=-11.46 homo_lumo_gap_ha=0.3208 max_force_ev_per_a=3.9 smiles=CCCCNc1c(P(N)O)n(COc2ccccc2)c(NCC)[n+]1NCC
C 6.388206 -0.414347 -0.130995 0.01 -0.58 1.21 -0.12
C 5.289821 -1.541599 0.060712 0.18 0.51 -1.29 -0.25
C 4.125536 -1.284211 -0.978999 0.75 -0.28 -0.29 -0.21
C 3.325188 0.046904 -0.739493 0.17 -1.14 -1.25 -0.19
N 2.822890 0.204977 0.697863 -1.53 1.89 -1.58 0.04
C 1.397236 0.379193 0.573436 -3.15 -2.10 0.63 -0.20
C 0.369581 -0.659565 0.587381 2.81 2.66 0.76 -0.21
P 0.716900 -2.498910 0.831858 -0.39 -2.02 -0.66 0.88
N -0.057991 -2.867440 2.389346 0.67 2.14 -0.74 -0.17
O 2.348860 -2.709417 1.138360 -1.77 1.62 0.87 -0.31
N -0.864135 -0.008712 0.387106 0.26 0.62 -0.06 0.03
C -2.186044 -0.668226 0.285763 -0.67 0.48 -0.48 -0.13
O -2.088307 -1.815984 -0.562898 -0.87 0.57 0.65 -0.09
C -3.387732 -2.336996 -0.797459 -3.03 -1.23 -0.56 -0.23
C -3.804273 -3.645352 -0.270279 -1.22 1.57 -1.16 0.01
C -5.188783 -4.087308 -0.527889 0.29 1.89 -0.89 -0.06
C -6.128143 -3.257599 -1.287321 1.90 0.93 0.11 -0.07
C -5.708587 -1.966204 -1.856059 1.63 -1.53 1.61 -0.06
C -4.344486 -1.540231 -1.593895 0.26 -1.09 0.71 -0.02
C -0.710682 1.375684 0.282024 0.98 -2.70 1.14 -0.22
N -1.725939 2.353155 0.069430 1.63 -1.41 -1.05 0.06
C -1.840841 2.490626 -1.441960 -0.38 -0.20 -0.81 -0.21
C -3.335058 2.422118 -1.961878 0.72 0.48 -0.93 -0.08
N 0.650986 1.561235 0.410682 -1.13 0.58 -0.92 -0.02
N 1.176854 2.877386 0.374091 -0.73 -0.03 0.99 0.05
C 0.800682 3.494368 1.711415 0.32 0.25 1.05 -0.23
C 1.955175 4.359180 2.334211 -0.43 -0.20 0.27 -0.09
H 6.991701 -0.553967 -1.069894 -0.89 0.26 0.78 0.08
H 5.909091 0.597781 -0.068469 0.66 -0.78 -0.25 0.06
H 7.115761 -0.500634 0.726934 -0.64 0.27 -0.88 0.08
H 5.794765 -2.516862 -0.192767 -0.77 0.82 0.47 0.11
H 4.870728 -1.575761 1.097620 0.57 0.05 -0.82 0.09
H 4.628735 -1.176705 -1.988908 -0.61 -0.01 0.96 0.12
H 3.471364 -2.194208 -1.079402 0.41 1.09 0.35 0.10
H 2.430516 0.007928 -1.428859 0.94 0.14 0.68 0.12
H 3.935817 0.926920 -1.074428 -0.54 -0.71 0.65 0.12
H 3.183926 1.135161 0.961273 -0.12 -0.61 0.33 0.12
H -1.050758 -2.607268 2.261575 0.37 -0.53 0.08 0.01
H 0.290842 -2.122224 3.019492 -0.28 -0.68 0.20 0.04
H 2.662976 -2.100000 1.842714 0.14 -0.44 -0.51 0.06
H -2.623875 -0.932370 1.284097 0.66 0.09 -0.65 0.16
H -2.865944 0.109677 -0.172248 0.63 -0.91 0.43 0.12
H -3.085982 -4.275452 0.304030 -0.73 0.61 -0.57 0.11
H -5.584251 -5.063021 -0.153351 0.72 0.99 -0.27 0.11
H -7.178890 -3.584437 -1.450087 1.04 0.13 0.21 0.10
H -6.406845 -1.319128 -2.442912 0.79 -0.78 0.63 0.11
H -3.943130 -0.570810 -1.990903 -0.63 -1.01 0.28 0.09
H -2.618291 2.048450 0.461017 0.43 0.15 0.03 0.12
H -1.285528 1.640879 -1.932978 -0.43 0.83 0.56 0.12
H -1.330693 3.433823 -1.772742 -0.62 -0.75 0.42 0.12
H -3.392136 1.638263 -2.770592 -0.09 0.70 1.00 0.08
H -3.544172 3.394737 -2.492299 -0.20 -1.00 0.82 0.09
H -4.093389 2.207030 -1.168075 0.66 0.30 -0.65 0.08
H 0.596342 3.337393 -0.337432 0.65 -0.01 0.19 0.11
H -0.181755 4.031045 1.626917 1.03 -0.27 0.00 0.11
H 0.617998 2.642195 2.429260 0.17 0.84 -0.80 0.12
H 2.399692 5.091611 1.612304 -0.42 -0.71 0.66 0.08
H 2.745069 3.673929 2.747318 -0.58 0.71 -0.63 0.08
H 1.543398 4.913297 3.227247 0.39 -0.45 -1.03 0.09

=====

[3]
74
Properties=species:S:1:pos:R:3:forces:R:3:lowdin_charge:R:1 method="wB97M-V/def2-TZVPD" total_charge=-1 total_energy_ev=-85334.220 e_homo_ev=-6.72 homo_lumo_gap_ha=0.3288 max_force_ev_per_a=9.2 de_lowest_kcal_mol=20.3
N 24.123000 18.841000 1.801000 3.80 -0.85 0.91 -0.53
O 23.436000 19.389000 2.732000 0.32 -0.83 -1.78 -0.09
O 24.694000 17.671000 2.020000 -2.35 2.09 -0.17 -0.11
O 24.548000 19.470000 0.788000 -1.79 -0.32 1.38 -0.05
O 22.121000 22.969000 6.160000 0.43 -0.13 -1.60 -0.27
S 23.507000 22.723000 5.845000 -3.30 -2.36 5.36 0.62
O 24.213000 23.274000 4.791000 1.57 1.50 -2.94 -0.25
O 24.155000 23.202000 7.241000 0.66 -0.89 0.16 -0.26
C 24.652000 24.490000 7.428000 1.57 2.35 0.14 -0.31
C 24.881000 24.767000 8.902000 0.50 0.33 0.00 -0.09
C 23.813000 20.885000 5.932000 -0.85 3.51 4.87 -0.03
H 23.988000 25.348000 7.197000 -0.12 -0.96 -1.07 0.13
H 25.668000 24.620000 6.904000 -1.60 -0.13 0.39 0.14
H 25.665000 24.153000 9.270000 1.51 0.06 0.30 0.06
H 24.136000 24.434000 9.553000 -2.11 -0.61 0.47 0.05
H 24.936000 25.850000 9.150000 0.65 -0.71 -0.49 0.10
H 23.856000 20.711000 4.979000 -0.64 -2.08 -5.56 -0.03
H 23.171000 20.388000 6.664000 -0.34 0.20 -0.79 0.09
H 24.791000 20.798000 6.268000 2.01 -0.10 0.80 0.04
O 19.849000 14.752000 4.371000 0.63 0.58 0.00 -0.29
S 20.366000 15.987000 3.841000 -1.69 1.91 0.27 0.67
O 19.510000 16.774000 2.977000 1.03 -0.73 0.20 -0.29
O 20.631000 17.125000 5.077000 0.60 -2.60 -1.03 -0.24
C 21.003000 16.408000 6.268000 1.42 -2.77 0.21 -0.34
C 21.227000 17.296000 7.414000 -2.16 0.61 0.24 -0.07
C 21.917000 15.711000 3.024000 1.59 2.04 4.78 -0.09
H 21.987000 15.763000 6.192000 -1.55 1.25 -0.70 0.15
H 20.240000 15.659000 6.478000 -0.11 0.12 -0.02 0.10
H 21.634000 16.753000 8.214000 1.04 -0.93 0.93 0.07
H 20.227000 17.587000 7.859000 1.22 0.84 -0.87 0.11
H 21.947000 18.002000 7.057000 0.02 1.28 0.50 0.07
H 21.687000 15.323000 2.164000 -1.60 -2.65 -4.83 0.01
H 22.669000 15.078000 3.540000 -0.80 0.54 0.01 0.10
H 22.305000 16.677000 2.761000 0.54 0.68 0.30 0.05
C 20.417000 19.979000 3.564000 2.48 0.39 0.29 -0.12
C 20.193000 20.077000 2.009000 -1.40 -3.39 1.61 -0.13
O 20.234000 21.446000 1.769000 0.14 1.51 -2.15 0.06
C 20.646000 22.199000 2.799000 0.57 1.27 1.76 -0.47
O 20.956000 23.418000 2.823000 -1.28 -4.83 -0.51 0.08
O 20.633000 21.354000 3.878000 0.19 2.25 0.49 0.01
H 21.407000 19.501000 4.033000 -2.10 0.40 -1.97 0.14
H 19.622000 19.579000 4.126000 -1.23 -0.18 0.61 0.09
H 19.235000 19.471000 1.576000 1.98 2.13 1.22 0.18
H 21.035000 19.494000 1.704000 0.83 0.38 -1.44 0.09
C 25.833000 17.709000 5.270000 -6.39 6.51 1.05 -0.04
C 24.529000 16.886000 5.493000 1.68 3.35 0.86 -0.05
O 24.617000 16.658000 6.912000 -3.94 -3.97 -2.76 0.12
C 25.399000 17.465000 7.456000 2.20 2.34 4.62 -0.71
O 25.529000 17.574000 8.662000 -0.10 -0.11 -0.83 0.11
O 26.045000 18.198000 6.603000 1.70 1.29 -1.46 0.10
H 25.902000 18.614000 4.545000 -0.77 -1.93 1.30 0.15
H 26.432000 17.050000 5.015000 6.74 -5.63 -2.13 0.05
H 24.424000 16.090000 4.882000 0.64 -3.50 -1.20 0.09
H 23.679000 17.395000 5.184000 -1.93 1.74 0.38 0.09
C 27.027000 21.676000 1.909000 0.53 -2.39 -3.55 -0.16
C 26.243000 22.039000 3.030000 -5.41 4.69 -1.77 -0.26
O 26.535000 21.200000 4.002000 0.44 -3.19 4.49 0.10
C 27.570000 20.438000 3.693000 3.43 -3.51 -0.66 -0.49
O 28.163000 19.507000 4.272000 -2.62 3.32 -0.63 0.11
O 27.980000 20.767000 2.444000 0.18 0.00 -0.07 0.10
H 27.455000 22.353000 1.228000 1.19 1.64 0.11 0.13
H 26.333000 21.215000 1.199000 0.44 -1.19 0.03 0.11
H 25.093000 21.872000 2.635000 2.48 0.86 1.76 0.17
H 26.440000 23.079000 3.353000 -0.60 -0.35 0.09 0.14
C 23.622000 24.488000 0.934000 5.65 0.57 0.81 -0.05
C 23.793000 23.240000 0.209000 -2.40 -4.72 0.93 -0.21
O 24.170000 23.492000 -1.088000 0.82 2.66 -1.11 0.10
C 24.144000 24.863000 -1.189000 1.02 2.12 -6.55 -0.54
O 24.350000 25.536000 -2.241000 -0.34 -3.20 3.18 0.06
O 23.818000 25.508000 -0.124000 -1.02 -0.94 3.66 0.12
H 24.531000 24.395000 1.643000 -0.85 1.56 -0.90 0.15
H 22.869000 24.565000 1.618000 -2.85 0.71 0.80 0.09
H 22.866000 22.689000 0.213000 -1.11 0.05 -0.62 0.13
H 24.334000 22.389000 0.670000 0.96 1.06 -0.11 0.12

=====

[4]
54
Properties=species:S:1:pos:R:3:forces:R:3:mulliken_spin:R:1 method="wB97M-V/def2-TZVPD" total_charge=+2 total_energy_ev=-40402.105 e_homo_ev="-15.09 / -15.18" homo_lumo_gap_ha="0.2935 / 0.2012" max_force_ev_per_a=5.5 spin_multiplicity=5 s_squared=6.0812 de_lowest_kcal_mol=0.0
C -2.566677 0.775906 -3.764216 -0.20 0.15 -0.23 0.07
C -2.330150 -0.413866 -3.079579 0.60 -0.04 0.46 -0.01
C -1.446598 -0.441635 -1.979120 -0.71 0.73 -0.67 -0.08
C -0.898326 0.798236 -1.590313 1.27 0.13 0.43 0.01
C -1.143564 2.001933 -2.282399 -0.20 -0.39 0.01 0.19
C -2.009478 1.983306 -3.365085 0.24 0.31 -0.07 -0.02
C -1.275242 -1.722278 -1.221809 -0.83 -0.57 -0.39 0.09
C 0.062295 -2.514667 -1.261929 -0.39 -0.34 0.65 0.01
N 1.241940 -1.671498 -1.363447 1.35 -2.59 -1.00 0.72
Ru 0.319080 1.049906 0.053379 -1.43 -1.72 0.88 2.31
C -0.476913 3.279129 -1.839415 0.13 0.45 -0.03 0.00
P 1.107863 2.850161 -1.010606 0.85 1.95 -2.38 -0.06
H -2.822033 -1.331701 -3.406668 0.16 0.25 0.06 0.00
H -2.193062 2.925036 -3.893301 -0.12 -0.51 0.02 0.00
H -3.191643 0.768505 -4.647389 -0.12 -0.07 0.06 0.00
H -1.081794 3.814653 -1.087326 0.08 -0.03 -0.43 0.00
H -0.275368 3.921937 -2.705518 -0.21 0.15 0.28 0.01
H -1.527425 -1.587032 -0.158902 0.03 0.04 -0.54 0.03
H -2.007445 -2.403729 -1.679150 0.12 0.03 0.49 -0.01
H 0.094365 -3.021391 -0.269331 0.25 0.14 -0.92 -0.01
C 1.684896 4.189260 0.064223 0.02 0.17 -0.12 0.00
C 2.331499 2.650732 -2.343823 0.16 0.09 0.18 0.01
H 0.028555 -3.300028 -2.085718 0.37 1.15 0.70 0.05
C 1.677384 -1.223805 -2.679381 -0.05 1.30 -0.63 0.00
C 2.354059 -1.942098 -0.443962 0.08 0.69 1.19 -0.01
H -0.053139 2.266126 1.342438 -0.84 -0.10 0.20 0.00
H 2.150712 -2.014427 -3.362434 -0.75 0.71 1.28 0.04
H 0.826413 -0.730098 -3.185677 0.28 -0.62 0.05 0.01
H 2.401458 -0.406347 -2.495634 -0.05 -0.62 -0.25 0.01
H 3.138221 -2.680232 -0.808698 -1.13 0.86 -0.04 0.04
H 2.818347 -0.950675 -0.255495 0.19 -0.68 -0.20 0.02
H 1.945823 -2.268993 0.532121 0.25 -0.02 -0.67 0.00
H 2.550650 3.626072 -2.805152 0.03 -0.35 0.12 0.00
H 3.244696 2.226072 -1.891212 -0.25 0.23 -0.37 0.00
H 1.932748 1.963734 -3.102857 0.11 0.20 0.22 0.00
H 1.823165 5.126351 -0.494854 -0.05 -0.27 0.22 0.00
H 0.952117 4.327216 0.873401 0.34 0.16 -0.28 0.00
H 2.652302 3.879990 0.492702 -0.32 0.18 -0.07 0.00
H 0.715048 2.141318 1.362430 1.10 0.42 0.79 0.05
C 0.666455 -2.663882 4.432644 0.28 0.05 -0.54 0.02
Si -0.860769 -1.725847 3.879569 -0.54 -1.08 1.73 0.00
C -2.403921 -2.785511 4.013941 -0.01 0.06 -0.43 0.00
C -1.045497 -0.182257 4.935427 0.06 0.52 -0.58 0.03
C -0.547173 -1.209435 2.093635 1.48 3.59 -1.52 0.33
C -0.128507 -0.250323 1.309069 -1.75 -4.62 2.49 0.15
H 0.671023 -2.911625 5.502242 -0.21 0.18 -0.25 0.00
H 1.549400 -2.044878 4.225556 -0.04 -0.15 0.15 0.00
H 0.786949 -3.600490 3.875623 -0.02 0.10 0.10 0.00
H -2.570371 -3.113856 5.048117 0.16 0.16 -0.17 0.00
H -3.298728 -2.236676 3.694915 0.14 -0.07 0.08 0.00
H -2.339151 -3.687166 3.393306 0.02 0.11 0.10 0.00
H -0.188200 0.481741 4.762326 -0.13 -0.06 0.14 0.00
H -1.948593 0.376259 4.657812 0.13 -0.10 0.09 0.00
H -1.097706 -0.387117 6.015504 0.04 -0.25 -0.41 0.00